Entry from the OMol25 dataset: an isolated molecule of C8H8 in a non-equilibrium geometry (ωB97M-V/def2-TZVPD).

```
16
Properties=species:S:1:pos:R:3
C -1.2647 -1.6822 -2.6679
C -0.6934 -1.0855 -1.7643
C -0.3309 -0.3497 -0.4758
C -0.1809 -0.9298 0.7372
C 0.1140 -0.0362 2.1762
C 0.8562 1.2323 1.7556
C 1.0318 1.6015 0.4660
C 0.2218 0.9560 -0.7106
H -1.7912 -1.8162 -3.5689
H -0.4258 -2.0242 0.9517
H 0.5156 -0.8495 3.0881
H -0.9070 0.0715 2.5241
H 1.4958 1.7093 2.5373
H 2.0546 2.1816 0.2428
H 0.9803 0.9698 -1.6034
H -0.4455 1.5188 -1.2701
```

Output
Electronic energy: -8420.253 eV
Multiplicity: 1
Charge: 0
SMILES: C#CC1=CCC=CC1
Energy above the lowest of the compared OMol25 structures with the same formula, charge and spin: 4.7678 eV
Highest occupied orbital energy: -0.327 Ha

Results of the Mulliken charge analysis, in e, for atoms 1 through 5: -0.069, -0.923, 0.531, -0.404, -0.586